{
  "formula": "C4H4",
  "method": "ωB97M-V/def2-TZVPD",
  "species": ["C", "C", "C", "C", "H", "H", "H", "H"],
  "coordinates": [[0.783, 0.164, -2.028], [1.651, 1.101, -1.861], [-0.972, -0.562, 1.287], [-1.621, -0.664, 2.297], [-0.241, -0.751, -2.071], [2.700, 1.579, -1.509], [-0.125, -0.673, 0.542], [-2.174, -0.194, 3.343]],
  "gap_ev": 11.33,
  "e_above_lowest_kj_mol": 458.81,
  "e_tot_ha": -154.5457,
  "lumo_ev": 0.8,
  "largest_force_ev_per_a": 5.5,
  "homo_energy_ev": -10.5
}


{
  "formula": "C4H8IN2",
  "method": "ωB97M-V/def2-TZVPD",
  "species": ["C", "C", "C", "C", "N", "N", "I", "H", "H", "H", "H", "H", "H", "H", "H"],
  "coordinates": [[0.171, 1.612, -0.062], [0.356, -0.588, 0.831], [-1.446, -0.018, -0.514], [1.006, -1.474, -0.154], [-1.026, 1.280, -0.647], [0.807, 0.760, 0.706], [-3.089, -0.320, 0.557], [0.597, 2.599, -0.094], [0.118, -0.883, 1.851], [-1.261, -0.716, -1.338], [1.480, -2.341, 0.372], [1.777, -1.015, -0.815], [0.222, -1.785, -0.736], [-1.437, 1.989, -1.215], [1.725, 0.900, 1.258]],
  "total_charge": 1,
  "gap_ev": 8.17,
  "e_above_lowest_kj_mol": 314.47,
  "e_tot_ha": -564.0597,
  "lumo_ev": -4.3,
  "largest_force_ev_per_a": 4.6,
  "homo_energy_ev": -12.5
}


{
  "formula": "H2IO6P3",
  "method": "ωB97M-V/def2-TZVPD",
  "species": ["O", "O", "O", "O", "O", "O", "P", "P", "P", "I", "H", "H"],
  "coordinates": [[-0.737, 1.330, 1.668], [1.197, 1.042, 0.144], [-0.556, -0.659, 0.153], [1.535, -1.296, -0.978], [-1.019, 1.508, -0.839], [2.028, 0.958, -2.166], [0.427, -2.022, 0.007], [-0.308, 0.849, 0.412], [2.037, 0.236, -0.913], [4.011, 0.125, 0.337], [-1.805, 2.013, -0.818], [1.277, -1.956, 1.215]],
  "gap_ev": 10.51,
  "e_above_lowest_kj_mol": 0.00,
  "e_tot_ha": -1774.6440,
  "lumo_ev": -0.1,
  "largest_force_ev_per_a": 3.4,
  "homo_energy_ev": -10.6
}